No. 1
{
  "formula": "C34H42FN6O3PS",
  "method": "wB97M-V/def2-TZVPD",
  "spin_multiplicity": 1,
  "gap_ev": 5.8,
  "charge": 0,
  "energy_ha": -2714.24758,
  "smiles": "CC[C@@H](F)C1=C([PH2]=S)C(=O)C(C)=C(O)C1=O.c1cc[nH]c1.c1cc[nH]c1.c1cc[nH]c1.c1cc[nH]c1.c1cc[nH]c1.c1cc[nH]c1",
  "species": ["C", "C", "C", "F", "C", "C", "P", "S", "C", "O", "C", "C", "C", "O", "C", "O", "H", "H", "H", "H", "H", "H", "H", "H", "H", "H", "H", "H", "N", "C", "C", "C", "C", "H", "H", "H", "H", "H", "N", "C", "C", "C", "C", "H", "H", "H", "H", "H", "N", "C", "C", "C", "C", "H", "H", "H", "H", "H", "N", "C", "C", "C", "C", "H", "H", "H", "H", "H", "N", "C", "C", "C", "C", "H", "H", "H", "H", "H", "N", "C", "C", "C", "C", "H", "H", "H", "H", "H"],
  "xyz": [[5.193906, -2.559313, -0.638633], [3.978496, -2.047624, -1.547985], [2.984448, -3.191042, -2.066671], [3.612120, -4.433018, -2.408247], [1.776609, -3.301299, -1.042855], [1.711938, -4.095201, 0.120288], [3.120666, -5.240170, 0.605668], [3.556384, -5.169860, 2.530925], [0.390569, -4.016767, 1.020070], [-0.039483, -4.961020, 1.711267], [-0.391471, -2.612477, 1.038344], [-1.262089, -2.108541, 2.279335], [-0.339147, -1.790252, -0.125937], [-1.020766, -0.532623, -0.179466], [0.504805, -2.365180, -1.352892], [0.183500, -2.047326, -2.528927], [5.956484, -1.733001, -0.485696], [4.736462, -2.864679, 0.376667], [5.607378, -3.512783, -1.099766], [4.345254, -1.368969, -2.404410], [3.341858, -1.350488, -0.882440], [2.529584, -2.789002, -3.047919], [2.681497, -6.597356, 0.367190], [4.324563, -5.059248, -0.136397], [-2.285330, -1.810702, 1.853536], [-1.436242, -3.013312, 2.959803], [-0.824636, -1.215263, 2.827559], [-1.844489, -0.637154, -0.719128], [-1.166588, 1.852537, 2.255014], [-2.368558, 1.998597, 2.893370], [-2.160515, 2.751120, 4.023530], [-0.782321, 3.076320, 4.065689], [-0.194380, 2.510702, 2.960211], [-1.020271, 1.340438, 1.398280], [-3.265964, 1.554156, 2.490268], [-2.916613, 3.036713, 4.739584], [-0.276609, 3.659795, 4.820557], [0.828886, 2.518698, 2.616274], [-1.472493, -6.705526, -0.395625], [-1.308135, -5.997031, -1.555569], [-1.617263, -6.825856, -2.606606], [-1.987379, -8.079074, -2.059884], [-1.891243, -7.973852, -0.693419], [-1.310856, -6.347680, 0.533720], [-0.984744, -4.966930, -1.533612], [-1.582082, -6.559018, -3.652485], [-2.291130, -8.960286, -2.605140], [-2.083059, -8.690921, 0.090072], [-4.941286, -0.163343, 0.810641], [-6.051148, 0.339330, 1.435978], [-6.916142, -0.702180, 1.664825], [-6.303800, -1.878145, 1.164522], [-5.085376, -1.516259, 0.645967], [-4.143790, 0.376604, 0.518437], [-6.129664, 1.391869, 1.661960], [-7.882279, -0.626521, 2.140820], [-6.709600, -2.878615, 1.182571], [-4.310853, -2.102445, 0.174043], [1.372348, 6.588627, 3.163986], [0.046450, 6.256055, 3.235865], [-0.585934, 7.199949, 4.008049], [0.393862, 8.140709, 4.412716], [1.592405, 7.739965, 3.875033], [2.076146, 6.068984, 2.665785], [-0.331175, 5.378744, 2.734415], [-1.637489, 7.212593, 4.253346], [0.239205, 9.014375, 5.028406], [2.580101, 8.171902, 3.937396], [0.843104, 9.547079, 1.181925], [1.408555, 10.177089, 0.105700], [0.413283, 10.843511, -0.566602], [-0.796427, 10.611292, 0.133591], [-0.499339, 9.810333, 1.209524], [1.338772, 8.977805, 1.851308], [2.467120, 10.095924, -0.089215], [0.541913, 11.433516, -1.461962], [-1.775804, 10.988681, -0.120744], [-1.125851, 9.405261, 1.989299], [3.372190, -3.565380, -5.756490], [2.209828, -4.247795, -5.998755], [1.925277, -4.137248, -7.337450], [2.957068, -3.364327, -7.926113], [3.837067, -3.027898, -6.927362], [3.816512, -3.473803, -4.857745], [1.686520, -4.750358, -5.199390], [1.070086, -4.566127, -7.838065], [3.046109, -3.085740, -8.965599], [4.750487, -2.453249, -6.948129]],
  "atomic_forces_ev_per_a": [[-1.4, -0.5, 0.1], [0.2, 0.7, 0.6], [-1.1, 1.5, -0.7], [-0.7, 1.5, 0.8], [-0.7, -1.1, 1.8], [-0.4, 1.4, -2.4], [-0.3, -1.1, 2.1], [-0.2, 0.4, -0.7], [-0.7, -0.4, 1.3], [1.5, 2.8, -2.3], [0.2, 2.1, -1.8], [-0.4, -1.4, -0.9], [0.6, -2.5, 2.0], [0.3, -2.2, -0.7], [-0.9, 1.7, -2.2], [1.4, -1.2, 4.0], [-0.9, -1.2, -0.3], [1.0, 0.6, -1.4], [-0.1, 1.4, 0.5], [-0.5, -1.4, 1.1], [0.9, -1.0, -1.1], [0.5, -0.8, 1.5], [0.1, 1.0, -0.6], [-1.1, 0.1, -0.4], [1.5, -0.3, 0.7], [0.4, 1.5, -0.8], [-0.3, -1.3, -0.8], [1.1, 0.0, 0.3], [0.0, 0.0, -0.1], [0.0, 0.0, 0.0], [-0.2, -0.1, -0.1], [0.2, -0.1, 0.0], [0.0, 0.0, 0.0], [0.0, 0.0, 0.1], [0.0, 0.0, 0.1], [0.1, 0.0, -0.1], [-0.1, 0.0, -0.1], [-0.1, 0.0, 0.1], [-0.1, -0.1, 0.0], [0.1, 0.0, 0.1], [0.1, 0.2, 0.0], [0.0, -0.2, 0.2], [0.0, 0.0, 0.0], [0.0, -0.1, -0.2], [0.0, -0.1, -0.1], [0.0, 0.0, 0.1], [0.0, 0.1, 0.1], [0.0, 0.1, -0.1], [0.0, 0.0, 0.1], [-0.1, 0.1, 0.0], [0.0, 0.2, 0.0], [0.2, -0.1, -0.1], [0.0, -0.1, 0.0], [-0.2, 0.0, 0.1], [0.0, -0.1, 0.0], [0.1, 0.0, 0.0], [0.1, 0.1, 0.0], [-0.1, 0.0, 0.0], [-0.1, 0.0, 0.0], [0.0, 0.0, -0.1], [0.0, -0.2, -0.1], [0.2, 0.1, 0.0], [0.2, 0.1, 0.1], [-0.1, 0.1, 0.1], [0.0, 0.1, 0.1], [0.1, 0.0, 0.0], [0.0, -0.1, -0.1], [-0.1, 0.0, 0.1], [0.0, 0.1, -0.1], [0.0, 0.0, 0.0], [0.2, 0.0, -0.1], [-0.1, -0.1, 0.2], [0.0, 0.0, 0.0], [-0.2, 0.1, 0.0], [-0.1, 0.0, 0.0], [0.0, 0.0, 0.1], [0.1, 0.0, 0.0], [0.1, 0.0, -0.1], [0.0, 0.0, -0.1], [-0.1, 0.0, 0.0], [-0.1, -0.1, 0.2], [0.2, 0.1, 0.0], [0.0, 0.1, 0.0], [0.0, -0.1, -0.2], [0.0, 0.0, -0.1], [0.1, 0.0, 0.1], [0.0, 0.0, 0.1], [-0.1, 0.0, 0.0]]
}

No. 2
{
  "formula": "C34H43BIrN7O2S5Se3Te",
  "method": "wB97M-V/def2-TZVPD",
  "spin_multiplicity": 2,
  "gap_ev": [7.1, 5.2],
  "charge": 1,
  "e_above_lowest_kcal_mol": 4.4,
  "energy_ha": -11447.59917,
  "s_squared": 0.759,
  "species": ["Ir", "C", "C", "C", "C", "N", "N", "B", "N", "N", "C", "C", "C", "C", "C", "S", "C", "C", "C", "C", "N", "N", "C", "C", "C", "C", "C", "S", "C", "C", "C", "C", "C", "S", "C", "C", "C", "C", "H", "H", "H", "H", "H", "H", "H", "H", "H", "H", "H", "H", "H", "H", "H", "H", "H", "H", "H", "H", "H", "H", "H", "H", "H", "H", "H", "H", "H", "H", "H", "H", "H", "H", "H", "H", "H", "H", "H", "Se", "Se", "Te", "Se", "O", "S", "O", "N", "C", "S", "C", "C", "C", "C", "C", "C", "H", "H", "H", "H"],
  "xyz": [[0.725660, 1.304669, -2.622982], [-3.012093, -2.371147, -2.664219], [-2.189785, -1.914919, -1.508199], [-2.147196, -2.553577, -0.308203], [-1.330337, -2.076019, 0.750947], [-0.622823, -0.988458, 0.618126], [-0.669843, -0.357728, -0.561269], [0.122026, 1.017966, -0.690405], [1.358291, 0.804515, 0.243942], [1.399451, 1.364295, 1.456706], [2.375042, 1.020907, 2.251760], [3.327733, 0.044209, 1.857986], [3.289261, -0.517295, 0.621984], [4.277991, -1.528276, 0.139846], [2.259603, -0.058596, -0.247939], [2.159153, -0.509127, -1.909594], [2.401783, 1.650153, 3.637992], [1.639868, 2.976053, 3.643992], [3.846608, 1.903086, 4.083534], [1.728439, 0.660649, 4.601055], [-0.876239, 2.133350, -0.224767], [-1.411160, 1.920850, 0.992308], [-2.309094, 2.755070, 1.429879], [-2.744303, 3.846550, 0.629517], [-2.215858, 4.063632, -0.600268], [-2.653091, 5.187286, -1.484246], [-1.217214, 3.141996, -1.038443], [-0.449365, 3.321926, -2.566317], [-2.865634, 2.526877, 2.825188], [-2.251530, 1.277748, 3.450306], [-4.387562, 2.358255, 2.737377], [-2.528756, 3.751410, 3.687883], [-1.354900, -0.768943, -1.622336], [-1.151339, 0.152880, -3.072249], [-1.241908, -2.818698, 2.074432], [-0.733516, -4.240790, 1.803347], [-2.639108, -2.878517, 2.705363], [-0.282109, -2.115888, 3.032179], [-3.521602, -3.303771, -2.430477], [-2.387707, -2.519161, -3.542800], [-3.759824, -1.618561, -2.923778], [-2.724161, -3.459201, -0.169056], [4.099307, -0.254889, 2.555464], [4.930676, -1.848527, 0.949575], [4.888226, -1.108018, -0.662378], [3.767750, -2.398713, -0.275516], [2.163254, 3.735077, 3.058679], [1.556048, 3.335951, 4.670428], [0.638737, 2.867505, 3.228932], [4.411563, 2.449103, 3.325030], [4.382217, 0.981816, 4.316708], [3.844191, 2.507274, 4.991596], [0.720999, 0.411446, 4.265239], [1.660564, 1.096528, 5.599216], [2.297874, -0.268750, 4.678748], [-3.531906, 4.494552, 0.993345], [-3.508021, 5.699157, -1.047650], [-2.918717, 4.818595, -2.475608], [-1.846073, 5.909905, -1.621265], [-2.543470, 0.378261, 2.905672], [-2.596969, 1.187782, 4.481609], [-1.162398, 1.321417, 3.443766], [-4.654152, 1.509783, 2.104174], [-4.881833, 3.247485, 2.342855], [-4.794410, 2.176122, 3.733259], [-1.454824, 3.948135, 3.695649], [-2.847628, 3.573586, 4.715743], [-3.037036, 4.650962, 3.335110], [-1.418178, -4.811652, 1.173951], [-0.628598, -4.780416, 2.745817], [0.241954, -4.220883, 1.313046], [-3.367824, -3.357826, 2.049518], [-3.005156, -1.878024, 2.944872], [-2.600443, -3.454733, 3.631108], [0.735807, -2.099097, 2.637258], [-0.275823, -2.653561, 3.981988], [-0.577964, -1.083241, 3.215170], [2.474877, 2.721292, -1.951511], [3.047342, 4.351556, -3.431699], [2.934416, 3.314592, -5.755742], [0.858318, 2.052265, -5.434206], [-0.503447, -2.675500, -8.135031], [-0.405468, -2.652557, -6.712867], [-1.496448, -3.097902, -5.901600], [0.031644, -1.109058, -6.221074], [1.187051, -1.137121, -5.677187], [2.075459, 0.244637, -5.113995], [1.888424, -2.457475, -5.584649], [3.120059, -2.795597, -5.051808], [3.517101, -4.124997, -5.132177], [2.703236, -5.083063, -5.729578], [1.464206, -4.740588, -6.260215], [1.086961, -3.418155, -6.170112], [3.752378, -2.051696, -4.584565], [4.475745, -4.419308, -4.726662], [3.040011, -6.109512, -5.787034], [0.827540, -5.479588, -6.727500]],
  "atomic_forces_ev_per_a": [[0.8, 1.1, 1.0], [-0.1, 0.0, 0.0], [0.0, 0.1, 0.0], [0.0, -0.1, 0.1], [0.0, 0.0, 0.1], [-0.1, 0.0, -0.2], [0.1, 0.1, 0.0], [-0.2, -0.2, 0.3], [0.0, 0.1, -0.2], [0.1, -0.1, -0.2], [0.0, 0.0, 0.1], [-0.1, 0.0, 0.2], [-0.1, -0.1, -0.2], [0.0, 0.0, 0.0], [0.1, 0.1, 0.1], [-0.1, -0.4, 0.0], [0.0, 0.0, 0.0], [0.0, 0.0, 0.0], [0.0, 0.0, 0.1], [0.0, 0.0, 0.0], [0.1, -0.1, 0.0], [-0.1, 0.2, -0.1], [0.1, 0.0, 0.0], [-0.1, -0.1, 0.1], [0.0, 0.1, 0.0], [0.0, 0.0, 0.0], [0.3, -0.1, 0.0], [-1.0, 0.1, -0.1], [0.0, 0.0, -0.1], [0.0, 0.0, 0.0], [0.0, 0.0, 0.0], [0.0, 0.0, 0.0], [0.0, 0.2, -0.1], [-1.2, -1.1, -0.1], [0.0, 0.0, -0.1], [0.0, 0.0, 0.0], [0.0, 0.0, 0.0], [0.0, 0.0, 0.0], [0.0, 0.0, 0.0], [0.1, 0.0, -0.2], [0.0, 0.0, 0.0], [0.0, 0.0, 0.0], [0.0, 0.0, 0.0], [0.0, 0.0, 0.0], [0.0, 0.0, 0.0], [0.0, 0.0, 0.0], [0.0, 0.0, 0.0], [0.0, 0.0, 0.0], [0.0, 0.0, 0.0], [0.0, 0.0, 0.0], [0.0, 0.0, 0.0], [0.0, 0.0, 0.0], [0.0, 0.0, 0.0], [0.0, 0.0, 0.0], [0.0, 0.0, 0.0], [0.1, 0.0, 0.0], [0.0, 0.0, 0.0], [0.0, 0.0, 0.0], [0.0, 0.0, 0.0], [0.0, 0.0, 0.0], [0.0, 0.0, 0.0], [0.0, 0.0, 0.0], [0.0, 0.0, 0.0], [0.0, 0.0, 0.0], [0.0, 0.0, 0.0], [0.0, 0.0, 0.0], [0.0, 0.0, 0.0], [0.0, 0.0, 0.0], [0.0, 0.0, 0.0], [0.0, 0.0, 0.0], [0.0, 0.0, 0.0], [0.0, 0.0, 0.0], [0.0, 0.0, 0.0], [0.0, 0.0, 0.0], [0.0, 0.0, 0.0], [0.0, 0.0, 0.0], [-0.1, 0.0, 0.0], [1.0, 0.3, 0.5], [0.0, 0.2, -0.2], [0.4, 0.6, 0.0], [-0.7, -0.2, -0.6], [0.0, 0.0, 0.0], [-0.1, 0.0, 0.0], [-0.1, 0.0, 0.0], [0.1, 0.3, 0.2], [0.0, 0.1, -0.3], [0.7, -1.1, -0.1], [-0.2, 0.1, 0.0], [0.0, 0.0, 0.0], [0.0, 0.0, 0.0], [0.0, 0.0, 0.0], [0.0, 0.0, 0.0], [0.1, -0.2, 0.0], [0.0, 0.0, 0.0], [0.0, 0.0, 0.0], [0.0, 0.0, 0.0], [0.0, 0.0, 0.0]]
}